A.
20
Properties=species:S:1:pos:R:3:mulliken_charge:R:1 method="wB97M-V/def2-TZVPD" homo_energy_ev=-8.542 smiles="O=c1nc[nH]c2c1CCCN2" multiplicity=1 charge=0
O 1.787 2.119 -0.257 -0.577
C 1.447 0.994 -0.003 0.158
N 2.423 -0.041 0.209 -0.546
C 2.097 -1.309 0.095 -0.096
N 0.808 -1.788 -0.153 -0.223
C -0.157 -0.789 -0.064 0.140
C 0.072 0.494 0.077 0.710
C -1.046 1.405 0.296 -0.673
C -2.371 0.937 -0.277 -0.522
C -2.569 -0.473 0.162 -0.780
N -1.403 -1.376 -0.129 -0.371
H 2.815 -2.073 0.327 0.382
H 0.794 -2.659 -0.698 0.287
H -1.356 1.466 1.350 0.224
H -0.795 2.481 -0.014 0.284
H -2.463 1.004 -1.344 0.333
H -3.251 1.518 0.177 0.265
H -2.912 -0.555 1.146 0.362
H -3.347 -0.958 -0.423 0.349
H -1.416 -2.290 0.341 0.295

=====

B.
20
Properties=species:S:1:pos:R:3:mulliken_charge:R:1 method="wB97M-V/def2-TZVPD" homo_energy_ev=-7.339 multiplicity=1 charge=0
C 0.381 1.738 -0.921 -0.335
C 1.299 1.161 -0.319 -0.145
C 2.395 0.537 0.372 -0.177
C 3.052 -0.680 -0.178 -0.403
C -3.457 0.215 0.786 -1.077
C -2.168 -0.178 0.153 0.464
C -1.821 -0.953 -0.907 -0.266
H -0.376 2.171 -1.395 0.456
H 3.033 1.216 0.935 0.374
H 4.116 -0.780 -0.005 0.298
H 2.675 -1.103 -1.101 0.245
H 2.668 -0.875 1.825 0.241
H -3.484 -0.109 1.837 0.283
H -4.298 -0.244 0.252 0.311
H -3.580 1.306 0.765 0.280
H -2.438 -1.511 -1.601 0.412
N 2.149 -0.787 0.959 -0.468
N -0.462 -0.929 -0.999 -0.881
N 0.017 -0.213 -0.089 0.720
O -1.041 0.298 0.685 -0.332

=====

Of them, B has the lowest stability.

=====

A.
10
Properties=species:S:1:pos:R:3:mulliken_charge:R:1 method="wB97M-V/def2-TZVPD" homo_energy_ev=-9.259 smiles="C1=CN=1.O=C=O.S" multiplicity=1 charge=0
C 0.338 -1.030 -0.305 -0.328
C 1.645 -0.565 -0.128 0.073
N 0.717 0.337 -0.288 -0.146
H 2.667 -0.544 0.174 0.335
O -0.335 3.486 -0.807 -0.340
C -0.849 2.787 -1.540 0.690
O -1.355 1.998 -2.184 -0.343
S -1.253 -1.696 2.100 -0.353
H -0.518 -1.734 0.868 0.261
H -1.055 -3.040 2.111 0.152

=====

B.
10
Properties=species:S:1:pos:R:3:mulliken_charge:R:1 method="wB97M-V/def2-TZVPD" homo_energy_ev=-11.005 multiplicity=1 charge=0
C 0.967 0.444 -0.656 -0.348
C 1.048 -0.482 0.281 -0.373
C -0.508 0.909 -0.887 0.121
N -1.392 0.391 -0.161 -0.470
O -1.275 -2.067 0.475 -0.567
O -0.937 -0.214 2.062 -0.549
S -0.734 -0.782 0.793 1.037
H 1.700 1.112 -1.087 0.336
H 1.698 -1.019 0.816 0.474
H -0.568 1.707 -1.635 0.339

=====

C.
10
Properties=species:S:1:pos:R:3:mulliken_charge:R:1 method="wB97M-V/def2-TZVPD" homo_energy_ev=-8.969 smiles="S=C[C@@H]1OC=NO1" multiplicity=1 charge=0
S 1.847 0.387 -1.642 -0.265
C 0.511 0.354 -0.861 -0.325
C 0.141 -0.459 0.364 0.524
O -1.045 -1.205 0.251 -0.315
C -1.913 -0.496 0.985 -0.040
N -1.495 0.617 1.455 -0.331
O -0.114 0.452 1.336 -0.186
H -0.281 1.124 -0.985 0.231
H 0.921 -1.240 0.598 0.265
H -2.880 -0.763 0.849 0.442

=====

Of them, A has the lowest stability.

=====

A.
17
Properties=species:S:1:pos:R:3:mulliken_charge:R:1 method="wB97M-V/def2-TZVPD" homo_energy_ev=-14.278 smiles="C=C1CCC[N+]1=C" multiplicity=1 charge=+1
C -0.436 -1.353 -1.703 -1.040
C -0.331 -0.552 -0.653 0.555
C -1.305 -0.473 0.501 -0.405
C -0.799 0.573 1.455 -0.547
C 0.475 1.159 0.806 -0.666
N 0.828 0.301 -0.391 0.140
C 2.023 0.181 -0.878 -0.140
H 0.362 -1.622 -2.381 0.244
H -1.398 -1.879 -1.879 0.276
H -2.366 -0.215 0.254 0.317
H -1.295 -1.514 0.965 0.275
H -1.520 1.362 1.534 0.264
H -0.707 0.186 2.526 0.336
H 0.448 2.174 0.472 0.402
H 1.181 1.147 1.560 0.412
H 2.601 0.878 -0.370 0.352
H 2.237 -0.354 -1.818 0.226

=====

B.
17
Properties=species:S:1:pos:R:3:mulliken_charge:R:1 method="wB97M-V/def2-TZVPD" homo_energy_ev=-14.373 smiles="C#[N+][C@H](C=C)CC" multiplicity=1 charge=+1
C 0.110 2.360 -1.181 0.137
N 0.012 1.438 -0.489 0.109
C 0.079 0.226 0.177 0.210
C 1.452 0.112 0.847 -0.455
C 1.580 0.019 2.159 -0.717
C -0.307 -0.897 -0.829 -0.539
C -1.859 -1.049 -0.997 -1.155
H 0.060 3.433 -1.328 0.410
H -0.516 0.250 1.079 0.256
H 2.340 -0.234 0.352 0.348
H 2.510 0.081 2.774 0.283
H 0.729 0.117 2.698 0.297
H 0.113 -0.570 -1.842 0.376
H 0.082 -1.823 -0.331 0.351
H -2.243 -1.489 -0.040 0.328
H -2.326 -0.178 -1.298 0.406
H -1.816 -1.795 -1.750 0.356

=====

Of them, B has the lowest stability.

=====

A.
17
Properties=species:S:1:pos:R:3:mulliken_charge:R:1 method="wB97M-V/def2-TZVPD" homo_energy_ev="-12.340 / -12.871" multiplicity=1 charge=+1
C 0.517 0.232 1.679 -0.135
C 1.695 0.141 2.116 -0.444
C -0.684 0.257 0.972 -0.024
C -0.258 0.783 -0.451 0.159
C 0.928 1.091 -1.373 -1.173
C -1.762 -1.032 -0.880 -0.940
N -0.513 -0.623 -0.262 -0.043
H 2.683 0.691 1.882 0.295
H 1.785 -0.734 2.863 0.250
H -1.691 0.408 1.374 0.504
H 0.699 1.522 -2.326 0.327
H 1.528 0.238 -1.521 0.397
H 1.514 1.817 -0.828 0.334
H -1.731 -1.646 -1.751 0.382
H -2.376 -1.527 -0.094 0.386
H -2.519 -0.244 -1.227 0.315
H 0.186 -1.373 -0.172 0.410

=====

B.
17
Properties=species:S:1:pos:R:3:mulliken_charge:R:1 method="wB97M-V/def2-TZVPD" homo_energy_ev=-13.645 smiles="CC=C=C[C@H]1C[NH2+]1" multiplicity=1 charge=+1
C 2.677 0.324 -0.268 -0.817
C 1.742 -0.542 0.560 -0.401
C 0.637 -0.989 0.069 -0.061
C -0.503 -1.452 -0.257 -0.393
C -1.763 -0.693 -0.297 0.288
C -2.189 0.074 0.784 -0.505
N -1.637 0.847 -0.311 -0.240
H 3.764 0.549 0.090 0.309
H 2.114 1.271 -0.408 0.202
H 2.806 -0.168 -1.205 0.318
H 2.040 -0.541 1.579 0.373
H -0.568 -2.536 -0.474 0.376
H -2.524 -1.004 -1.040 0.395
H -3.270 0.365 0.775 0.298
H -1.675 0.245 1.716 0.316
H -0.792 1.389 -0.084 0.259
H -2.253 1.330 -0.923 0.285

=====

C.
17
Properties=species:S:1:pos:R:3:mulliken_charge:R:1 method="wB97M-V/def2-TZVPD" homo_energy_ev=-13.932 multiplicity=1 charge=+1
C 0.915 0.016 1.378 0.036
C -0.692 0.356 -0.948 0.457
C 0.384 -1.307 0.918 -0.620
C -0.712 -0.387 0.267 -0.127
C -0.416 1.489 -1.558 -0.885
C -1.302 -0.865 -0.997 -0.628
N 1.953 0.762 0.849 -0.278
H 0.222 0.337 2.117 0.367
H 0.858 -1.823 0.198 0.433
H -0.112 -1.921 1.656 0.268
H -1.421 -0.107 1.019 0.403
H 2.533 0.521 0.170 0.215
H 0.067 2.281 -1.204 0.371
H -0.993 1.566 -2.429 0.261
H -2.392 -0.908 -1.055 0.243
H -0.853 -1.736 -1.536 0.211
H 1.963 1.724 1.156 0.272

=====

D.
17
Properties=species:S:1:pos:R:3:mulliken_charge:R:1 method="wB97M-V/def2-TZVPD" homo_energy_ev=-12.937 multiplicity=1 charge=+1
C -0.605 -0.856 -0.234 0.211
C 0.012 -1.930 0.292 -0.779
C 1.592 0.285 -0.221 -0.486
C 1.394 -0.560 0.942 -0.796
C 0.204 0.247 -0.966 -0.334
C -0.896 0.418 -0.095 -0.183
N -1.954 1.479 0.320 -0.243
H -0.406 -2.542 1.016 0.417
H 0.791 -2.329 -0.486 0.276
H 1.894 1.317 -0.127 0.365
H 2.225 -0.189 -0.909 0.347
H 1.004 -0.154 1.806 0.386
H 2.391 -1.107 1.130 0.314
H 0.302 0.312 -2.074 0.402
H -2.333 1.274 1.165 0.326
H -2.732 1.699 -0.359 0.381
H -1.444 2.373 0.339 0.397

=====

Of them, A has the lowest stability.

=====

A.
17
Properties=species:S:1:pos:R:3:mulliken_charge:R:1 method="wB97M-V/def2-TZVPD" homo_energy_ev=-14.234 multiplicity=1 charge=+1
C 0.618 -1.373 0.159 -0.568
C 0.827 -0.115 -0.582 0.771
C -0.665 -1.172 0.479 0.409
C 2.152 0.388 -0.931 -1.128
C -1.598 -1.297 1.595 -0.859
C -0.943 1.670 -0.755 -0.775
N -0.381 0.359 -0.608 -0.152
H 1.317 -2.116 0.652 0.344
H 2.711 0.208 -0.002 0.324
H 2.302 1.418 -1.231 0.368
H 2.549 -0.217 -1.669 0.354
H -1.846 -0.288 1.886 0.300
H -1.074 -1.910 2.305 0.338
H -2.529 -1.707 1.103 0.312
H -1.077 2.157 0.229 0.315
H -1.980 1.623 -1.196 0.302
H -0.383 2.371 -1.432 0.343

=====

B.
17
Properties=species:S:1:pos:R:3:mulliken_charge:R:1 method="wB97M-V/def2-TZVPD" homo_energy_ev=-13.431 multiplicity=1 charge=+1
C 0.402 0.209 0.705 -0.808
C 0.449 0.307 -0.802 -0.863
C 1.679 0.545 0.027 0.619
C -0.779 0.166 -0.100 1.113
C 2.786 -0.460 -0.003 -1.234
C -1.843 -1.424 -0.020 -1.104
N -1.820 1.351 0.012 -0.327
H 2.034 1.574 0.127 0.332
H 2.415 -1.462 -0.206 0.322
H 3.299 -0.457 0.957 0.351
H 3.506 -0.182 -0.768 0.360
H -2.863 -1.140 -0.220 0.447
H -1.668 -1.808 0.969 0.346
H -1.437 -2.050 -0.802 0.336
H -2.755 0.966 0.195 0.350
H -1.842 1.893 -0.861 0.370
H -1.563 1.971 0.791 0.390

=====

C.
17
Properties=species:S:1:pos:R:3:mulliken_charge:R:1 method="wB97M-V/def2-TZVPD" homo_energy_ev=-13.446 smiles="[NH3+]C1(C2=CC2)CC1" multiplicity=1 charge=+1
N -0.824 -1.356 -0.253 -0.124
C -0.409 0.048 0.045 0.624
C 1.166 0.269 -0.177 -0.463
C 2.163 0.885 -0.744 -0.380
C 2.469 -0.181 0.333 -0.510
C -1.360 1.066 -0.316 -0.512
C -1.109 0.859 1.138 -0.799
H 0.068 -1.771 -0.097 0.355
H -1.129 -1.364 -1.213 0.384
H -1.591 -1.584 0.492 0.420
H 2.378 1.720 -1.401 0.374
H 2.794 -1.197 0.118 0.251
H 2.818 0.325 1.169 0.202
H -2.229 0.835 -0.973 0.282
H -1.024 2.043 -0.688 0.279
H -0.495 1.316 1.768 0.327
H -1.971 0.405 1.472 0.290

=====

Of them, B has the lowest stability.

=====

A.
9
Properties=species:S:1:pos:R:3:mulliken_charge:R:1 method="wB97M-V/def2-TZVPD" homo_energy_ev=-9.159 multiplicity=1 charge=0
O 2.043 -0.801 0.010 -0.419
N 1.774 0.595 -0.305 -0.384
C 0.578 0.833 0.141 0.135
N -0.435 0.022 0.673 -0.315
S -1.822 -0.191 -0.287 -0.129
H 2.764 -1.009 -0.547 0.329
H 0.111 1.887 -0.028 0.307
H -0.090 -0.795 1.114 0.344
H -2.817 0.058 0.552 0.133

=====

B.
9
Properties=species:S:1:pos:R:3:mulliken_charge:R:1 method="wB97M-V/def2-TZVPD" homo_energy_ev="-9.492 / -9.492" multiplicity=1 charge=0
C 0.895 -0.355 -2.768 -0.201
N -0.314 -0.100 -2.488 -0.517
N -0.406 0.035 3.847 -0.261
O -1.013 0.504 2.780 0.028
S -0.718 -0.041 1.366 0.002
H 1.013 -0.731 -3.689 0.291
H 1.741 -0.009 -2.150 0.198
H -0.831 0.416 4.646 0.234
H -0.368 0.282 -1.543 0.227

=====

C.
9
Properties=species:S:1:pos:R:3:mulliken_charge:R:1 method="wB97M-V/def2-TZVPD" homo_energy_ev=-8.559 multiplicity=1 charge=0
C -0.163 0.219 -0.291 0.375
H -1.920 -0.001 -1.479 0.233
H -1.292 -1.312 -0.683 0.246
H 0.266 -0.724 1.808 0.317
H 1.518 1.176 1.195 0.323
N -1.271 -0.338 -0.740 -0.390
N 0.561 -0.549 0.617 -0.369
O 1.958 -0.082 0.486 -0.382
S 0.345 1.610 -0.912 -0.354

=====

D.
9
Properties=species:S:1:pos:R:3:mulliken_charge:R:1 method="wB97M-V/def2-TZVPD" homo_energy_ev=-8.783 smiles="[H]/N=N/CSO" multiplicity=1 charge=0
H 1.981 0.636 -1.538 0.240
N 0.936 0.783 -1.418 -0.501
N 0.571 -0.064 -0.547 -0.037
C -0.759 0.100 -0.137 -0.316
S -0.505 0.907 1.565 0.055
O -0.332 -0.496 2.302 -0.461
H -1.123 -0.908 0.261 0.214
H -1.468 0.650 -0.610 0.462
H 0.519 -0.544 2.779 0.344

=====

Of them, B has the lowest stability.